Density functional theory data (ωB97M-V/def2-TZVPD) for C6H13N3 as an isolated structure in a non-equilibrium geometry.

Each line ends with the natural charge from an NBO analysis.
Atoms and positions in Å:
C (-0.2220, 0.5448, -0.5474)  0.047
C (0.6658, -0.8523, 1.2486)  -0.442
C (-0.3042, -0.4838, -1.6469)  -0.678
N (0.4905, 0.4235, 0.5892)  -0.405
C (-1.9745, 0.5055, 0.4230)  0.431
N (-2.5935, -0.6700, 0.7447)  -0.873
C (2.0558, 1.0205, -0.2326)  -0.038
C (3.1595, 0.3032, -0.3245)  -0.467
N (-2.4449, 1.6702, 0.4580)  -0.770
H (-0.3037, 1.5713, -0.8992)  0.224
H (-2.0897, -1.5383, 0.7110)  0.390
H (-3.5057, -0.6494, 1.1885)  0.381
H (-3.4197, 1.7518, 0.7694)  0.316
H (2.0028, 2.0960, -0.3469)  0.201
H (-0.1666, -0.9928, 1.9378)  0.215
H (0.7482, -1.7290, 0.5981)  0.169
H (1.5883, -0.7934, 1.8268)  0.220
H (-0.1642, -1.5039, -1.2969)  0.203
H (-1.2812, -0.4116, -2.1256)  0.235
H (0.4555, -0.2545, -2.3950)  0.219
H (3.1734, -0.7729, -0.1913)  0.204
H (4.1301, 0.7652, -0.4888)  0.217

Summary:
- relative energy (zero: lowest compared OMol25 entry of this formula, charge and spin) (kcal per mole) = 115.7
- HOMO-LUMO gap (eV) = 8.552
- electronic energy (a.u.) = -400.508633


Density functional theory data (ωB97M-V/def2-TZVPD) for one molecule with the formula C8H8ClFO3S in a non-equilibrium geometry.

Each line ends with the natural charge from an NBO analysis.
Atoms and positions in Å:
C (0.4520, -2.9253, -0.1358)  -0.949
S (0.8444, -1.2630, -0.5826)  2.122
O (2.2513, -1.1891, -0.6806)  -0.943
O (0.0864, -0.9906, -1.8060)  -0.937
C (0.3465, -0.1058, 0.7920)  0.139
F (0.0300, -0.9218, 1.8660)  -0.338
C (1.3533, 0.9012, 0.9638)  -0.275
C (1.2481, 2.0596, 0.3453)  -0.117
C (0.2499, 2.4508, -0.5524)  -0.517
C (-1.0812, 1.8023, -0.4049)  -0.053
C (-1.1882, 0.6092, 0.2001)  -0.164
C (-2.2803, -0.3093, 0.3982)  0.513
O (-2.3415, -1.4668, 0.7815)  -0.488
Cl (-3.7690, 0.3869, -0.2449)  -0.072
H (0.4062, -3.1770, 0.9292)  0.270
H (-0.5268, -3.4286, -0.3821)  0.275
H (1.2084, -3.6576, -0.4764)  0.268
H (2.2573, 0.4884, 1.4038)  0.252
H (1.9814, 2.8496, 0.5311)  0.229
H (-0.0625, 3.5867, -0.6028)  0.247
H (0.5820, 2.0862, -1.5924)  0.289
H (-2.0476, 2.2140, -0.7501)  0.249

Summary:
- SMILES = CS(=O)(=O)[C@@]1(F)C=CCC=C1C(=O)Cl
- relative energy (zero: lowest compared OMol25 entry of this formula, charge and spin) (kcal per mole) = 22.5
- HOMO-LUMO gap (eV) = 9.697
- electronic energy (a.u.) = -1493.488593


Density functional theory data (ωB97M-V/def2-TZVPD) for an isolated ion of composition C4H2IN2 and charge +1 in a non-equilibrium geometry.

Each line ends with the natural charge from an NBO analysis.
Atoms and positions in Å:
I (2.5723, -0.2547, 0.2770)  0.395
C (0.5290, -0.0574, 0.1719)  -0.269
C (-0.3597, -0.0735, 1.2249)  0.000
N (-1.7043, 0.0741, 0.9795)  -0.320
C (-1.9194, 0.1875, -0.2153)  0.836
N (-1.4454, 0.2552, -1.3682)  -0.391
C (-0.1477, 0.1339, -1.3424)  0.215
H (-0.0939, -0.1869, 2.2721)  0.273
H (0.4594, 0.1493, -2.2328)  0.260

Summary:
- SMILES = IC1=CN=C=[N+]=C1
- relative energy (zero: lowest compared OMol25 entry of this formula, charge and spin) (kcal per mole) = 6.8
- HOMO-LUMO gap (eV) = 7.139
- electronic energy (a.u.) = -560.417321
- charge = +1


Density functional theory data (ωB97M-V/def2-TZVPD) for a 5-piece molecular cluster, C32H40F33N2O5 overall in a non-equilibrium geometry.

Each line ends with the Löwdin spin population.
Atoms and positions in Å:
C (6.9137, 0.1866, 3.2207)  0.000
C (5.4845, -0.1906, 2.4393)  0.000
F (5.7984, -1.4028, 1.6147)  0.000
C (5.1306, 1.1115, 1.4998)  0.001
C (3.5333, 1.1497, 1.0050)  0.001
N (3.4618, 2.3595, 0.0493)  0.001
C (2.6300, 1.5029, 2.3071)  0.018
C (1.3582, 0.5441, 2.6247)  0.023
C (1.5734, -0.2016, 4.1071)  0.004
C (0.0691, 1.5803, 2.8954)  -0.002
N (0.8988, -0.3795, 1.5371)  0.349
O (-0.0003, 0.1686, 0.7018)  0.559
C (1.9907, -1.1370, 0.8395)  0.022
C (1.2427, -1.9526, -0.4170)  -0.001
C (2.7422, -2.2957, 1.7201)  0.001
C (3.0853, -0.1500, 0.1281)  0.020
H (6.6756, 0.3792, 4.3506)  0.000
H (7.4647, 1.0741, 2.6933)  0.000
H (7.5927, -0.7760, 3.1600)  0.000
H (4.7055, -0.3853, 3.2909)  0.000
H (5.3931, 2.0696, 2.1534)  0.000
H (5.7974, 1.0742, 0.5361)  0.000
H (3.8222, 2.0459, -0.9019)  0.000
H (4.1794, 3.0193, 0.4487)  0.000
H (3.3741, 1.5729, 3.2382)  0.001
H (2.2361, 2.6210, 2.1640)  0.001
H (2.5825, 0.0884, 4.6228)  0.000
H (0.7122, 0.1456, 4.8572)  0.000
H (1.4815, -1.3741, 4.0397)  0.001
H (-0.0244, 2.4037, 2.0641)  0.000
H (0.3139, 2.1589, 3.9072)  0.000
H (-0.9062, 0.9582, 3.0813)  0.000
H (0.2561, -2.4946, -0.0197)  0.000
H (0.9812, -1.1927, -1.2964)  0.000
H (2.0193, -2.7394, -0.8005)  0.000
H (3.5737, -2.7689, 1.0061)  0.000
H (2.0021, -3.1490, 2.0307)  0.000
H (3.2683, -1.9189, 2.6970)  0.000
H (4.0548, -0.7795, -0.1701)  0.001
H (2.6287, 0.2073, -0.9139)  0.002
C (-3.4133, -0.3064, -0.4788)  0.000
C (-3.6789, -1.8183, -0.4310)  0.000
C (-3.9351, -2.4696, -1.7856)  0.000
F (-5.0213, -1.9619, -2.4086)  0.000
F (-4.1700, -3.8032, -1.6378)  0.000
F (-4.6942, -2.0650, 0.4389)  0.000
F (-2.5699, -2.4052, 0.1210)  0.000
O (-4.5335, 0.5417, -0.2084)  0.000
C (-5.3840, 0.8031, -1.3237)  0.000
C (-6.7974, 0.2350, -1.1431)  0.000
F (-6.7726, -1.1092, -0.9419)  0.000
F (-7.5553, 0.4447, -2.2515)  0.000
F (-4.7791, 0.3706, -2.4556)  0.000
F (-5.4468, 2.1587, -1.4305)  0.000
H (-2.7103, -0.0893, 0.3357)  0.000
H (-2.8786, -0.0018, -1.3868)  0.000
H (-3.0707, -2.3608, -2.4479)  0.000
H (-7.2997, 0.6923, -0.2887)  0.000
C (8.6654, 0.3637, 9.1435)  0.000
C (7.6635, 1.0579, 10.0778)  0.000
C (6.2128, 0.6219, 9.9035)  0.000
F (5.7399, 0.8755, 8.6634)  0.000
F (5.4035, 1.2990, 10.7650)  0.000
F (7.7960, 2.4050, 9.9515)  0.000
F (8.0437, 0.7691, 11.3627)  0.000
O (9.0277, 1.0805, 7.9594)  0.000
C (8.1278, 0.9390, 6.8612)  0.000
C (7.4420, 2.2563, 6.4774)  0.000
F (6.7479, 2.7800, 7.5223)  0.000
F (6.5445, 2.0676, 5.4745)  0.000
F (7.2506, -0.0570, 7.1304)  0.000
F (8.8837, 0.4969, 5.8191)  0.000
H (9.6053, 0.2802, 9.7041)  0.000
H (8.3870, -0.6744, 8.9249)  0.000
H (6.0918, -0.4457, 10.1112)  0.000
H (8.1717, 3.0007, 6.1535)  0.000
C (2.9654, -2.1863, -5.1144)  0.000
C (1.9635, -1.4921, -4.1801)  0.000
C (0.5128, -1.9281, -4.3544)  0.000
F (0.0399, -1.6745, -5.5945)  0.000
F (-0.2965, -1.2510, -3.4929)  0.000
F (2.0960, -0.1450, -4.3064)  0.000
F (2.3437, -1.7809, -2.8952)  0.000
O (3.3277, -1.4695, -6.2985)  0.000
C (2.4278, -1.6110, -7.3967)  0.000
C (1.7420, -0.2937, -7.7805)  0.000
F (1.0479, 0.2300, -6.7356)  0.000
F (0.8445, -0.4824, -8.7833)  0.000
F (1.5506, -2.6070, -7.1275)  0.000
F (3.1837, -2.0531, -8.4388)  0.000
H (3.9053, -2.2698, -4.5538)  0.000
H (2.6870, -3.2244, -5.3330)  0.000
H (0.3918, -2.9957, -4.1466)  0.000
H (2.4717, 0.4507, -8.1044)  0.000
C (-9.9694, 1.1231, -5.0246)  0.000
C (-11.0691, 1.6972, -4.1193)  0.000
C (-12.1620, 0.7083, -3.7285)  0.000
F (-12.8318, 0.2255, -4.7980)  0.000
F (-13.0924, 1.3123, -2.9378)  0.000
F (-11.5906, 2.8093, -4.7020)  0.000
F (-10.4595, 2.1339, -2.9718)  0.000
O (-10.1133, 1.3667, -6.4272)  0.000
C (-10.9599, 0.4519, -7.1215)  0.000
C (-12.2155, 1.1192, -7.6969)  0.000
F (-12.9535, 1.7161, -6.7238)  0.000
F (-13.0277, 0.2056, -8.2907)  0.000
F (-11.2403, -0.5970, -6.3120)  0.000
F (-10.2052, -0.0527, -8.1357)  0.000
H (-9.0424, 1.6458, -4.7558)  0.000
H (-9.7573, 0.0683, -4.8116)  0.000
H (-11.7509, -0.1348, -3.1648)  0.000
H (-11.9544, 1.8809, -8.4339)  0.000

Summary:
- spin multiplicity = 2
- HOMO-LUMO gap (spin up / spin down) (eV) = 9.207 / 9.231
- electronic energy (a.u.) = -5024.324890
- expectation value of S² = 0.75


Density functional theory data (ωB97M-V/def2-TZVPD) for C44H66BrO4RuSe as an isolated structure.

Each line ends with the Löwdin spin population.
Atoms and positions in Å:
Ru (-1.3602, 1.2861, -0.1626)  3.828
C (5.4812, 2.8008, 2.3294)  0.001
C (4.5579, 3.9860, 2.6457)  0.001
C (4.9608, 5.1874, 1.7796)  0.001
C (4.7507, 4.3681, 4.1134)  0.000
C (3.1144, 3.5929, 2.3358)  0.012
C (2.7611, 3.2291, 1.0464)  0.003
C (1.4653, 2.8385, 0.7518)  0.023
Se (1.0842, 2.3384, -1.0674)  0.128
C (1.8580, 0.5850, -1.1189)  0.024
C (3.2099, 0.4673, -1.4029)  0.003
C (3.8037, -0.7833, -1.4280)  0.013
C (2.9736, -1.8780, -1.1883)  -0.002
C (1.6116, -1.8063, -0.9250)  0.016
C (1.0294, -0.5194, -0.8731)  0.019
O (-0.2617, -0.3438, -0.6196)  0.263
C (0.8693, -3.1355, -0.6910)  0.002
C (-0.6324, -3.0214, -0.4109)  0.001
C (1.0298, -4.0194, -1.9383)  0.001
C (1.5032, -3.8398, 0.5203)  0.001
C (5.2913, -0.9969, -1.6974)  0.001
C (6.0253, 0.3245, -1.9265)  0.000
C (5.4658, -1.8704, -2.9475)  0.001
C (5.9323, -1.6978, -0.4916)  0.001
C (0.4546, 2.8050, 1.7219)  0.014
O (-0.7886, 2.4265, 1.4209)  0.204
C (0.7892, 3.2013, 3.0372)  0.013
C (2.1032, 3.5743, 3.2964)  -0.001
C (-0.2697, 3.1981, 4.1454)  0.001
C (-1.4275, 4.1372, 3.7754)  0.001
C (-0.7954, 1.7702, 4.3575)  0.001
C (0.2977, 3.6795, 5.4838)  0.000
H (6.5217, 3.0635, 2.5336)  0.000
H (5.4059, 2.5064, 1.2812)  0.000
H (5.2181, 1.9344, 2.9393)  0.000
H (5.9943, 5.4738, 1.9884)  0.000
H (4.3182, 6.0451, 1.9867)  0.000
H (4.8857, 4.9605, 0.7153)  0.000
H (5.7938, 4.6407, 4.2833)  0.000
H (4.5127, 3.5377, 4.7809)  0.000
H (4.1323, 5.2237, 4.3910)  0.000
H (3.4961, 3.2377, 0.2504)  0.002
H (3.7827, 1.3639, -1.5957)  0.002
H (3.4235, -2.8629, -1.2122)  0.000
H (-1.1791, -2.5504, -1.2276)  0.000
H (-0.8368, -2.4583, 0.4983)  0.000
H (-1.0269, -4.0332, -0.2789)  0.000
H (0.5814, -3.5362, -2.8087)  0.000
H (0.5241, -4.9748, -1.7812)  0.000
H (2.0750, -4.2280, -2.1691)  0.000
H (1.3966, -3.2259, 1.4167)  0.000
H (2.5652, -4.0393, 0.3725)  0.000
H (1.0028, -4.7944, 0.6989)  0.000
H (5.6316, 0.8599, -2.7927)  0.000
H (7.0826, 0.1262, -2.1106)  0.000
H (5.9567, 0.9770, -1.0534)  0.000
H (5.0233, -1.3871, -3.8204)  0.000
H (4.9892, -2.8439, -2.8256)  0.000
H (6.5266, -2.0384, -3.1472)  0.000
H (5.8250, -1.0895, 0.4087)  0.000
H (6.9972, -1.8611, -0.6721)  0.000
H (5.4725, -2.6679, -0.2983)  0.000
H (2.3538, 3.8667, 4.3035)  0.000
H (-1.9215, 3.8171, 2.8605)  0.000
H (-1.0619, 5.1575, 3.6381)  0.000
H (-2.1653, 4.1467, 4.5813)  0.000
H (-1.2427, 1.3757, 3.4485)  0.000
H (-1.5505, 1.7654, 5.1477)  0.000
H (0.0163, 1.1045, 4.6586)  0.000
H (0.6738, 4.7029, 5.4228)  0.000
H (1.1010, 3.0331, 5.8424)  0.000
H (-0.4977, 3.6629, 6.2307)  0.000
C (-4.7241, -5.3233, 0.7121)  0.000
C (-4.7415, -4.7771, -0.7155)  0.001
C (-6.1666, -4.9139, -1.2678)  0.001
C (-3.7808, -5.6204, -1.5654)  0.001
C (-4.3088, -3.3138, -0.7698)  0.009
C (-3.9233, -2.5985, 0.3544)  0.001
C (-3.5248, -1.2877, 0.2038)  0.013
Br (-2.9108, -0.3484, 1.7580)  0.072
C (-3.4679, -0.6019, -1.0158)  0.018
O (-3.0649, 0.6593, -1.0584)  0.205
C (-3.8418, -1.3308, -2.1661)  0.012
C (-4.2567, -2.6465, -1.9912)  -0.001
C (-3.8095, -0.7911, -3.6074)  0.001
C (-2.9384, -1.7236, -4.4661)  0.000
C (-3.2383, 0.6211, -3.7744)  0.000
C (-5.2429, -0.7809, -4.1593)  0.000
H (-5.0426, -6.3671, 0.7069)  0.000
H (-5.4043, -4.7694, 1.3620)  0.000
H (-3.7225, -5.2838, 1.1452)  0.000
H (-6.4842, -5.9589, -1.2408)  0.000
H (-6.2328, -4.5702, -2.3009)  0.000
H (-6.8675, -4.3257, -0.6727)  0.000
H (-4.0733, -6.6726, -1.5384)  0.000
H (-2.7598, -5.5358, -1.1876)  0.000
H (-3.7796, -5.2972, -2.6072)  0.000
H (-3.9108, -3.0432, 1.3385)  0.001
H (-4.5477, -3.1978, -2.8768)  0.000
H (-1.9194, -1.7609, -4.0745)  0.000
H (-2.8972, -1.3503, -5.4918)  0.000
H (-3.3239, -2.7427, -4.4980)  0.000
H (-2.2051, 0.6798, -3.4323)  0.000
H (-3.8128, 1.3689, -3.2328)  0.000
H (-3.2580, 0.8689, -4.8391)  0.000
H (-5.6927, -1.7745, -4.1404)  0.000
H (-5.2427, -0.4290, -5.1937)  0.000
H (-5.8750, -0.1136, -3.5706)  0.000
C (-3.8721, 3.5860, 0.4615)  0.005
C (-2.7386, 4.3089, -0.2237)  0.004
O (-2.1167, 3.3990, -1.1575)  0.071
H (-4.4309, 4.2818, 1.0874)  0.000
H (-3.4981, 2.7844, 1.1010)  0.003
H (-4.5444, 3.1488, -0.2764)  0.000
H (-1.9955, 4.6448, 0.5035)  0.000
H (-3.1081, 5.1724, -0.7816)  0.002
H (-1.3879, 3.8507, -1.5977)  0.002

Summary:
- spin multiplicity = 6
- relative energy (zero: lowest compared OMol25 entry of this formula, charge and spin) (kcal per mole) = 0.2
- HOMO-LUMO gap (spin up / spin down) (eV) = 7.862 / 6.781
- electronic energy (a.u.) = -7087.483734
- expectation value of S² = 8.76


Q: Among the records above, which one has the highest electronic energy?
A: C6H13N3


Q: Look up the electronic energy of the first one.
A: -400.508633 a.u.


Q: Number 3 is which compound?
A: C4H2IN2